(A)
Molecular formula: C3H4ClNO2
Method: DFT, ωB97M-V with the def2-TZVPD basis set

Geometry as XYZ:
```
11
Properties=species:S:1:pos:R:3:nbo_charge:R:1
C -0.150 -0.600 1.188 0.20
C -0.147 1.126 -0.528 0.19
C 0.569 -1.021 0.029 0.15
N 0.928 1.598 -0.819 -0.65
O -1.372 -0.896 1.223 -0.66
O -0.067 -1.864 -0.755 -0.62
Cl -1.715 1.433 -0.485 0.16
H 0.228 0.269 1.766 0.17
H 1.608 -0.803 -0.084 0.21
H 0.994 2.468 -1.274 0.36
H -0.875 -1.710 -0.261 0.50
```

Computed properties:
**LUMO energy (spin up / spin down)**: -0.2 / -0.2 eV
**HOMO-LUMO gap (spin up / spin down)**: 8.01 / 8.00 eV
**HOMO (spin up / spin down)**: -8.249 / -8.249 eV
**Charge**: 0


(B)
Molecular formula: C3H4ClNO2
Method: DFT, ωB97M-V with the def2-TZVPD basis set

Geometry as XYZ:
```
11
Properties=species:S:1:pos:R:3:nbo_charge:R:1
C -0.652 0.731 0.290 0.05
C -0.216 -1.631 -1.327 0.19
C -0.054 1.222 1.485 0.26
N 0.932 -2.022 -1.447 -0.64
O -1.788 0.084 0.526 -0.62
O -0.585 1.256 2.562 -0.59
Cl -1.677 -2.272 -1.012 0.13
H -0.110 0.429 -0.620 0.20
H 1.005 1.755 1.393 0.12
H 1.370 -2.834 -1.941 0.40
H -1.962 0.428 1.492 0.51
```

Computed properties:
**LUMO energy (spin up / spin down)**: -2.1 / -2.6 eV
**HOMO-LUMO gap (spin up / spin down)**: 4.93 / 3.66 eV
**HOMO (spin up / spin down)**: -6.988 / -6.310 eV
**Charge**: 0


(C)
Molecular formula: C3H4ClNO2
Method: DFT, ωB97M-V with the def2-TZVPD basis set

Geometry as XYZ:
```
11
Properties=species:S:1:pos:R:3:nbo_charge:R:1
C -2.070 1.186 3.078 0.37
C 0.632 -0.160 -1.107 -0.69
C 0.403 -0.719 0.200 0.21
N -0.041 -1.039 1.218 0.20
O -3.096 1.743 3.262 -0.48
O -0.375 -1.428 2.295 -0.45
Cl -0.684 1.975 2.391 -0.07
H 1.378 0.634 -1.049 0.25
H -0.295 0.261 -1.496 0.25
H 0.987 -0.930 -1.792 0.25
H -1.838 0.138 3.304 0.18
```

Computed properties:
**SMILES**: CC#[N+][O-].O=CCl
**LUMO energy**: 0.5 eV
**HOMO-LUMO gap**: 10.33 eV
**HOMO**: -9.814 eV
**Charge**: 0


Short version: (C) is the most stable of them.


(A)
Molecular formula: C2H5NSi
Method: DFT, ωB97M-V with the def2-TZVPD basis set

Geometry as XYZ:
```
9
Properties=species:S:1:pos:R:3:nbo_charge:R:1
C -0.465 -0.665 -1.311 0.42
C 0.446 -1.256 -1.970 -0.66
N -1.350 0.102 -1.055 -0.63
Si -0.620 0.904 2.119 0.54
H 0.809 -2.271 -1.660 0.24
H 0.792 -0.992 -2.978 0.26
H -1.187 1.032 -0.629 0.38
H 0.683 0.989 1.487 -0.29
H -0.396 -0.570 2.640 -0.26
```

Computed properties:
**LUMO energy**: -1.1 eV
**HOMO-LUMO gap**: 7.79 eV
**HOMO**: -8.881 eV
**Charge**: 0


(B)
Molecular formula: C2H5NSi
Method: DFT, ωB97M-V with the def2-TZVPD basis set

Geometry as XYZ:
```
9
Properties=species:S:1:pos:R:3:nbo_charge:R:1
C 1.900 1.296 0.639 -0.26
C 1.581 1.476 -0.487 -0.22
N -1.374 -0.623 -1.340 -1.31
Si -0.998 -1.044 0.190 1.33
H 2.259 1.092 1.702 0.25
H -2.060 -1.201 -1.964 0.39
H 0.013 -0.169 0.790 -0.19
H -1.142 -2.233 0.979 -0.22
H 1.437 1.279 -1.490 0.24
```

Computed properties:
**SMILES**: N=[SiH2].C#C
**LUMO energy**: 0.0 eV
**HOMO-LUMO gap**: 9.77 eV
**HOMO**: -9.758 eV
**Charge**: 0


Short version: (B) is the most stable of them.


(A)
Molecular formula: C3H3N2O
Method: DFT, ωB97M-V with the def2-TZVPD basis set

Geometry as XYZ:
```
9
Properties=species:S:1:pos:R:3:mulliken_charge:R:1
C -0.187 1.072 0.261 0.65
C 0.160 -0.172 -0.256 0.44
C 0.202 -1.554 0.150 -0.91
N -0.604 0.574 -0.953 -0.27
N 0.134 2.389 0.222 0.09
O -0.667 3.059 -0.421 -0.07
H -0.403 -2.200 -0.452 0.36
H 0.073 -1.399 1.225 0.35
H 1.293 -1.769 0.224 0.36
```

Computed properties:
**SMILES**: Cc1nc1=[N+]=O
**LUMO energy (spin up / spin down)**: -8.5 / -8.2 eV
**HOMO-LUMO gap (spin up / spin down)**: 8.37 / 8.22 eV
**HOMO (spin up / spin down)**: -16.836 / -16.439 eV
**Charge**: +1


(B)
Molecular formula: C3H3N2O
Method: DFT, ωB97M-V with the def2-TZVPD basis set

Geometry as XYZ:
```
9
Properties=species:S:1:pos:R:3:nbo_charge:R:1
C -0.966 0.219 -0.039 -0.03
C 0.116 1.025 0.076 -0.11
C -0.566 -1.200 0.018 0.02
N 0.709 -1.403 0.072 -0.10
N 1.321 0.275 0.121 0.42
O 2.402 0.566 -0.049 0.01
H -1.965 0.369 0.022 0.26
H 0.229 2.032 0.088 0.27
H -1.280 -1.882 -0.309 0.27
```

Computed properties:
**LUMO energy**: -8.3 eV
**HOMO-LUMO gap**: 8.41 eV
**HOMO**: -16.700 eV
**Charge**: +1


Short version: (B) is the most stable of them.


(A)
Molecular formula: C2H11NO4
Method: DFT, ωB97M-V with the def2-TZVPD basis set

Geometry as XYZ:
```
18
Properties=species:S:1:pos:R:3:nbo_charge:R:1
C -2.346 0.030 -1.070 -0.72
C -0.898 0.014 -0.663 0.70
N -0.676 0.109 0.664 -0.81
O -0.015 -0.108 -1.494 -0.66
H -3.033 -0.132 -0.245 0.21
H -2.573 -0.715 -1.828 0.24
H -2.597 0.985 -1.537 0.24
H -1.369 0.437 1.311 0.39
H 0.182 -0.221 1.083 0.42
H 2.388 1.997 1.889 0.49
H 3.311 0.973 2.500 0.47
O 2.398 1.085 2.210 -0.95
H 1.617 1.345 -1.225 0.49
H 2.349 1.040 0.077 0.48
O 2.167 1.753 -0.545 -0.98
H -1.014 -3.146 -0.146 0.47
H 0.272 -2.740 -0.919 0.48
O -0.163 -2.703 -0.061 -0.95
```

Computed properties:
**SMILES**: CC(N)=O.O.O.O
**LUMO energy**: 0.7 eV
**HOMO-LUMO gap**: 10.56 eV
**HOMO**: -9.860 eV
**Charge**: 0


(B)
Molecular formula: C2H11NO4
Method: DFT, ωB97M-V with the def2-TZVPD basis set

Geometry as XYZ:
```
18
Properties=species:S:1:pos:R:3:nbo_charge:R:1
C -1.043 -0.874 -1.456 -0.72
C -1.485 -0.331 -0.014 0.71
N -0.508 0.367 0.647 -0.89
O -2.701 -0.239 0.290 -0.63
H -0.046 -1.248 -1.745 0.23
H -1.143 0.154 -1.891 0.23
H -1.890 -1.462 -1.708 0.24
H 0.232 0.845 0.107 0.42
H -0.380 0.257 1.656 0.41
H 2.387 2.174 -0.756 0.49
H 1.926 1.710 -2.180 0.48
O 1.949 1.397 -1.221 -0.96
H -3.047 -0.676 2.179 0.50
H -4.148 -0.895 3.288 0.47
O -3.134 -0.786 3.190 -0.98
H 4.951 -0.358 0.388 0.48
H 3.730 -0.277 -0.636 0.48
O 4.350 0.242 -0.137 -0.96
```

Computed properties:
**SMILES**: CC(N)=O.O.O.O
**LUMO energy**: 0.2 eV
**HOMO-LUMO gap**: 10.20 eV
**HOMO**: -9.961 eV
**Charge**: 0


(C)
Molecular formula: C2H11NO4
Method: DFT, ωB97M-V with the def2-TZVPD basis set

Geometry as XYZ:
```
18
Properties=species:S:1:pos:R:3:nbo_charge:R:1
C 0.532 -1.281 1.380 0.52
N 0.930 -0.006 1.236 -0.62
C 0.039 1.099 1.537 -0.41
O 1.138 -2.267 1.001 -0.64
H -0.232 -1.422 2.164 0.10
H 1.830 0.141 0.809 0.44
H 0.683 1.877 1.947 0.21
H -0.556 1.518 0.721 0.20
H -0.713 0.757 2.255 0.20
H -1.647 0.725 -2.560 0.48
H -0.467 0.001 -1.853 0.47
O -0.682 0.591 -2.591 -0.96
H 4.068 -0.649 -0.336 0.48
H 2.934 -1.751 -0.017 0.51
O 3.133 -0.898 -0.406 -0.98
H -3.696 0.255 -2.480 0.47
H -3.788 0.426 -1.005 0.48
O -3.506 0.883 -1.802 -0.94
```

Computed properties:
**SMILES**: CNC=O.O.O.O
**LUMO energy**: 0.4 eV
**HOMO-LUMO gap**: 10.19 eV
**HOMO**: -9.809 eV
**Charge**: 0


(D)
Molecular formula: C2H11NO4
Method: DFT, ωB97M-V with the def2-TZVPD basis set

Geometry as XYZ:
```
18
Properties=species:S:1:pos:R:3:nbo_charge:R:1
C 0.062 -0.173 1.025 0.04
N -0.003 -1.253 0.056 -0.35
C 1.009 -1.214 -0.975 -0.46
O 1.282 0.171 1.478 -0.49
H -0.562 -0.459 1.869 0.30
H -0.938 -1.061 -0.333 0.43
H 1.940 -1.169 -0.415 0.24
H 0.877 -0.417 -1.720 0.28
H 0.988 -2.113 -1.602 0.23
H -2.335 0.366 0.146 0.49
H 1.898 0.624 0.651 0.47
O -2.750 -0.030 0.970 -1.03
H 3.000 1.944 -0.129 0.46
H -0.327 0.782 0.533 0.40
O 2.600 1.085 -0.319 -0.98
H -3.537 0.472 1.187 0.47
H -1.717 1.640 -1.416 0.46
O -1.484 0.803 -1.006 -0.94
```

Computed properties:
**LUMO energy**: -4.7 eV
**HOMO-LUMO gap**: 5.37 eV
**HOMO**: -10.042 eV
**Charge**: 0


Short version: (A) is the most stable of them.


(A)
Molecular formula: C4H5F3KO2
Method: DFT, ωB97M-V with the def2-TZVPD basis set

Geometry as XYZ:
```
15
Properties=species:S:1:pos:R:3:nbo_charge:R:1
K -3.573 1.005 18.437 1.00
C -4.630 3.741 13.280 -0.63
C -4.449 3.424 14.747 -0.07
O -4.882 4.575 15.516 -0.45
C -4.948 4.463 16.809 0.74
O -4.671 3.506 17.493 -0.66
C -5.407 5.798 17.450 0.90
F -6.457 6.298 16.810 -0.29
F -5.730 5.590 18.720 -0.30
F -4.397 6.670 17.387 -0.30
H -5.686 3.854 13.053 0.23
H -4.190 2.948 12.680 0.23
H -4.118 4.670 13.030 0.23
H -3.412 3.225 15.019 0.18
H -5.065 2.576 15.056 0.18
```

Computed properties:
**LUMO energy**: -4.2 eV
**HOMO-LUMO gap**: 10.80 eV
**HOMO**: -14.963 eV
**Charge**: +1


(B)
Molecular formula: C4H5F3KO2
Method: DFT, ωB97M-V with the def2-TZVPD basis set

Geometry as XYZ:
```
15
Properties=species:S:1:pos:R:3:nbo_charge:R:1
K 1.367 -4.437 -0.442 1.00
C -1.714 1.492 1.218 -0.63
C -0.841 0.269 1.092 -0.08
O 0.101 0.493 0.020 -0.44
C 0.680 -0.522 -0.537 0.73
O 0.521 -1.685 -0.251 -0.67
C 1.678 -0.140 -1.655 0.90
F 2.836 -0.737 -1.432 -0.31
F 1.180 -0.626 -2.808 -0.31
F 1.846 1.144 -1.795 -0.28
H -2.327 1.589 0.323 0.23
H -1.141 2.396 1.413 0.23
H -2.424 1.369 2.037 0.24
H -1.459 -0.591 0.821 0.20
H -0.303 -0.013 1.997 0.20
```

Computed properties:
**LUMO energy**: -4.0 eV
**HOMO-LUMO gap**: 10.94 eV
**HOMO**: -14.944 eV
**Charge**: +1


Short version: (B) is the most stable of them.


(A)
Molecular formula: C5H12N2S
Method: DFT, ωB97M-V with the def2-TZVPD basis set

Geometry as XYZ:
```
20
Properties=species:S:1:pos:R:3:nbo_charge:R:1
C 0.561 1.802 0.020 -0.28
C 1.775 1.160 0.651 -0.55
C 1.074 -0.964 -0.657 -0.36
C 0.861 -1.985 0.349 -0.68
C -2.540 -0.298 -0.147 -0.42
N -0.385 0.692 0.103 -0.23
N -1.530 0.683 -0.495 -0.39
S 2.478 0.027 -0.582 0.22
H 0.103 2.730 0.552 0.21
H 0.707 2.228 -0.982 0.19
H 2.429 1.792 1.186 0.23
H 1.250 0.441 1.376 0.24
H 0.790 -1.218 -1.752 0.21
H 0.866 -1.580 1.438 0.22
H 1.760 -2.778 0.393 0.21
H -0.032 -2.540 0.058 0.21
H -3.088 0.184 0.777 0.20
H -3.272 -0.229 -0.966 0.21
H -2.145 -1.336 0.095 0.22
H -1.662 1.188 -1.414 0.34
```

Computed properties:
**LUMO energy (spin up / spin down)**: 1.0 / 0.8 eV
**HOMO-LUMO gap (spin up / spin down)**: 7.77 / 7.70 eV
**HOMO (spin up / spin down)**: -6.816 / -6.897 eV
**Charge**: 0


(B)
Molecular formula: C5H12N2S
Method: DFT, ωB97M-V with the def2-TZVPD basis set

Geometry as XYZ:
```
20
Properties=species:S:1:pos:R:3:nbo_charge:R:1
C -1.789 0.532 -0.863 -0.61
C -1.288 -0.728 -0.310 -0.22
C 0.338 -1.289 1.398 -0.42
C 0.913 1.608 0.481 -0.43
C 1.636 -0.174 -1.096 -0.10
H -1.925 1.403 -0.268 0.22
H -1.066 0.827 -1.522 0.20
H -2.819 0.515 -1.523 0.21
H -2.143 -1.161 0.400 0.21
H -1.292 -1.642 -1.045 0.18
H 0.827 -2.185 0.983 0.18
H 1.204 -1.014 1.944 0.22
H -0.489 -1.602 2.196 0.21
H 2.092 1.871 -0.016 0.23
H 0.940 1.338 1.977 0.22
H -0.002 2.463 -0.040 0.24
H 1.448 -1.267 -1.001 0.19
N -0.181 -0.348 0.445 -0.31
N 0.883 0.314 -0.100 -0.32
S 2.713 0.539 -2.039 -0.07
```

Computed properties:
**LUMO energy**: 0.5 eV
**HOMO-LUMO gap**: 8.97 eV
**HOMO**: -8.463 eV
**Charge**: 0


Short version: (A) is the most stable of them.